Formula: C2H2ClO2P
Source: the Open Molecules 2025 dataset
Level of theory: the ωB97M-V functional and the def2-TZVPD basis

Values from the calculation:
- multiplicity = 1
- charge = 0
- E_LUMO (eV) = -2.694
- E_HOMO (hartree) = -0.3004
- F_max (eV Å⁻¹) = 5.21
- calculated total energy (Ha) = -1029.25473

The geometry in XYZ format:
```
8
Properties=species:S:1:pos:R:3:forces:R:3
C -0.220 0.585 0.916 1.30 0.14 1.24
C -0.344 -0.761 0.959 3.77 1.08 3.43
O 0.685 1.217 1.750 -1.61 -1.12 -1.64
O 1.342 0.218 2.459 -0.01 -0.22 0.72
P 0.741 -1.297 2.304 -1.52 0.91 -2.18
Cl -2.674 -0.969 2.099 -0.09 -0.04 0.39
H -0.900 1.164 0.344 -0.02 1.14 -0.28
H -0.989 -1.215 0.335 -1.82 -1.90 -1.68
```
Forces are in eV/Å.



Formula: C2H2ClO3P
Source: the Open Molecules 2025 dataset
Level of theory: the ωB97M-V functional and the def2-TZVPD basis

Values from the calculation:
- structure (SMILES) = C=C([O-])[P@@](=O)([O-])Cl
- multiplicity = 1
- charge = -2
- E_LUMO (eV) = 6.608
- E_HOMO (hartree) = 0.0433
- F_max (eV Å⁻¹) = 3.58
- calculated total energy (Ha) = -1104.71575

The geometry in XYZ format:
```
9
Properties=species:S:1:pos:R:3:forces:R:3
C 1.246 0.138 0.589 3.06 1.63 0.85
C 0.459 -0.674 -0.153 0.34 1.70 0.58
O 0.755 -1.847 -0.412 -0.38 -2.05 -1.23
P -1.094 0.207 -0.635 -0.58 -1.83 0.07
O -1.049 1.545 -1.210 0.98 2.58 -0.13
O -2.100 -0.660 -1.256 -1.18 -1.63 -0.43
Cl -1.681 0.317 1.479 -0.86 0.49 0.62
H 1.166 1.205 0.897 -0.65 -0.95 -0.58
H 2.298 -0.230 0.701 -0.75 0.06 0.24
```
Forces are in eV/Å.



Formula: C2H2ClP
Source: the Open Molecules 2025 dataset
Level of theory: the ωB97M-V functional and the def2-TZVPD basis

Values from the calculation:
- multiplicity = 1
- charge = 0
- E_LUMO (alpha / beta) (eV) = -2.427 / -2.989
- E_HOMO (alpha / beta) (hartree) = -0.3305 / -0.3023
- F_max (eV Å⁻¹) = 3.36
- calculated total energy (Ha) = -878.79057

The geometry in XYZ format:
```
6
Properties=species:S:1:pos:R:3:forces:R:3
C -0.667 -0.214 0.406 0.31 0.22 -0.77
C -0.108 0.761 -0.310 -3.20 0.13 1.02
P -1.970 0.951 0.062 2.07 -1.10 0.02
Cl -4.999 -0.205 -0.074 1.31 0.36 -0.13
H -0.133 -1.113 0.699 -1.00 -0.18 0.67
H 0.910 0.907 -0.566 0.51 0.57 -0.81
```
Forces are in eV/Å.



Formula: C2H2CrFO
Source: the Open Molecules 2025 dataset
Level of theory: the ωB97M-V functional and the def2-TZVPD basis

Values from the calculation:
- multiplicity = 5
- charge = +1
- E_LUMO (alpha / beta) (eV) = -6.395 / -5.707
- E_HOMO (alpha / beta) (hartree) = -0.5340 / -0.5443
- F_max (eV Å⁻¹) = 1.92
- calculated total energy (Ha) = -1296.54322

The geometry in XYZ format:
```
7
Properties=species:S:1:pos:R:3:forces:R:3
O 0.767 -0.533 -0.598 -0.36 -0.16 -0.17
C -0.318 -0.401 -0.152 -1.44 0.16 0.77
C -1.471 -0.259 0.462 0.02 -0.12 -0.41
H -1.811 -1.020 1.165 0.13 0.21 -0.12
F -2.309 0.725 0.135 0.31 -0.23 0.11
Cr 2.662 -0.046 -0.381 1.89 0.33 -0.03
H 3.654 0.752 0.674 -0.54 -0.18 -0.15
```
Forces are in eV/Å.



Let's list ΔE to the lowest compared entry with this formula, charge and spin in order: 137.6, 18.2, 74.2, 41.3 kcal per mole.